54
Properties=species:S:1:pos:R:3 method="wB97M-V/def2-TZVPD" spin_multiplicity=5 relative_energy_kcal_mol=0.0 lumo_energy_ev="-1.49 / -1.70" mol_weight_g_mol=527.2 e_homo_ev="-8.2 / -8.2" orbital_gap_ha="0.2481 / 0.2403" fmax_ev_per_a=0.5
Mn 1.10 0.01 -0.27
S 3.17 5.52 -0.37
O 2.10 -2.70 0.59
O 2.25 5.53 0.76
O 2.66 6.20 -1.55
O 4.55 5.78 -0.05
O -0.01 -2.95 -0.28
N -0.25 1.70 -0.54
N -0.97 1.94 0.44
N 2.49 -0.23 -1.88
C 1.82 -6.34 1.10
C -0.32 2.63 -1.62
C 3.12 3.42 -2.19
C 3.19 2.80 0.13
C -1.63 1.27 2.62
C -1.53 0.45 3.73
C 0.05 -0.07 1.44
C -0.15 3.99 -1.39
C 0.15 -0.86 2.58
C 1.73 -4.03 0.66
C -0.51 2.13 -2.90
C 2.98 2.10 -2.57
C 0.46 -4.18 0.14
C -0.56 3.01 -3.97
C -0.16 4.86 -2.47
C 2.94 1.12 -1.59
C -0.85 1.02 1.50
C 2.45 -5.10 1.16
C 3.09 1.46 -0.24
C -0.17 -5.40 0.08
C -0.37 4.37 -3.75
C 0.55 -6.49 0.57
C 3.17 3.78 -0.85
C -0.63 -0.61 3.71
B 1.00 -2.05 0.02
H -1.16 -5.51 -0.33
H -0.73 2.64 -4.97
H 0.10 -7.47 0.55
H -2.14 0.64 4.60
H 3.25 3.09 1.17
H 3.44 -4.97 1.56
H -0.53 -1.24 4.58
H 3.11 4.22 -2.93
H 2.18 -0.32 -2.84
H -0.37 5.05 -4.59
H 0.84 -1.69 2.62
H 2.86 1.83 -3.61
H 0.06 4.35 -0.39
H 3.18 0.69 0.54
H -0.66 1.06 -3.05
H 3.18 -0.95 -1.70
H 0.04 5.90 -2.31
H 2.35 -7.21 1.48
H -2.30 2.12 2.60